Here is a cluster of 2 separate species, C5H10O in total in a non-equilibrium geometry from the Open Molecules 2025 dataset. Energies are from wB97M-V/def2-TZVPD.

Results
* energy: -7391.1436 eV
* lowest unoccupied orbital energy: 0.93 eV
* energy above the lowest of the compared OMol25 structures with the same formula, charge and spin: 349.4 kJ/mol
* frontier orbital gap: 9.9 eV
* multiplicity: 1
* SMILES string: C1CC12CC2.O

Each atom is followed by the atoms it is bonded to, with distances in Å.
Cartesian coordinates (Å):
1 C 0.419 1.004 -0.295  C2 1.455, C3 1.899, H7 1.086, H8 1.083
2 C -0.550 -0.049 -0.032  C1 1.455, C3 1.449, C5 1.482, C6 1.484
3 C 0.511 -0.517 0.837  C1 1.899, C2 1.449, H10 1.084, H11 1.082
4 O 3.090 0.322 0.663  H9 1.019, H12 0.973
5 C -1.389 -0.822 -0.977  C2 1.482, C6 1.500, H13 1.086, H14 1.086
6 C -2.023 -0.060 0.148  C2 1.484, C5 1.500, H15 1.086, H16 1.086
7 H 0.834 1.020 -1.298  C1 1.086
8 H 0.256 1.966 0.177  C1 1.083
9 H 2.179 0.755 0.517  O4 1.019
10 H 0.954 -1.494 0.682  C3 1.084
11 H 0.588 -0.159 1.855  C3 1.082
12 H 3.193 -0.146 -0.184  O4 0.973
13 H -1.378 -1.904 -0.887  C5 1.086
14 H -1.507 -0.443 -1.987  C5 1.086
15 H -2.548 0.857 -0.102  C6 1.086
16 H -2.436 -0.623 0.980  C6 1.086


Here is a cluster of 5 separate species, C33H63N2O8S in total in a non-equilibrium geometry from the Open Molecules 2025 dataset. Energies are from wB97M-V/def2-TZVPD.

Results
* energy: -65423.9370 eV
* lowest unoccupied orbital energy: -4.39 eV
* frontier orbital gap: 5.8 eV
* net charge: +1
* multiplicity: 1

Each atom is followed by the atoms it is bonded to, with distances in Å.
Cartesian coordinates (Å):
1 C 10.274 -2.875 2.863  C2 1.581, H21 1.128, H22 1.126, H23 1.126
2 C 10.564 -3.046 1.318  C1 1.581, C3 1.584, H24 1.122, H25 1.124
3 C 10.440 -1.704 0.485  C2 1.584, C4 1.584, H26 1.125, H27 1.127
4 C 9.260 -0.771 0.981  C3 1.584, C5 1.583, H28 1.128, H29 1.126
5 C 8.727 0.197 -0.152  C4 1.583, C6 1.544, H30 1.130, H31 1.121
6 C 7.264 0.566 0.176  C5 1.544, C7 1.489, C20 1.491
7 C 6.757 1.023 1.499  C6 1.489, N8 1.325, H32 1.123
8 N 5.547 1.397 1.886  C7 1.325, N9 1.326
9 N 4.585 1.330 0.975  N8 1.326, C10 1.497, C18 1.357
10 C 3.227 1.754 1.439  N9 1.497, C11 1.576, H33 1.120, H34 1.128
11 C 2.409 0.586 2.112  C10 1.576, C12 1.556, H35 1.126, H36 1.126
12 C 2.369 -0.748 1.313  C11 1.556, C13 1.461, C17 1.478
13 C 1.371 -1.110 0.309  C12 1.461, C14 1.467, H37 1.116
14 C 1.458 -2.415 -0.355  C13 1.467, C15 1.473, H38 1.112
15 C 2.506 -3.387 -0.003  C14 1.473, C16 1.473, H39 1.112
16 C 3.513 -3.052 1.018  C15 1.473, C17 1.455, H40 1.119
17 C 3.416 -1.739 1.638  C12 1.478, C16 1.455, H41 1.119
18 C 4.876 0.895 -0.277  N9 1.357, S19 1.830, C20 1.466
19 S 3.458 0.794 -1.429  C18 1.830, H42 1.376
20 C 6.171 0.498 -0.835  C6 1.491, C18 1.466, H43 1.112
21 H 10.759 -1.955 3.298  C1 1.128
22 H 10.704 -3.740 3.443  C1 1.126
23 H 9.158 -2.858 3.016  C1 1.126
24 H 11.586 -3.474 1.142  C2 1.122
25 H 9.830 -3.779 0.884  C2 1.124
26 H 11.410 -1.134 0.513  C3 1.125
27 H 10.289 -2.006 -0.590  C3 1.127
28 H 9.684 -0.156 1.827  C4 1.128
29 H 8.429 -1.410 1.391  C4 1.126
30 H 9.382 1.117 -0.188  C5 1.130
31 H 8.837 -0.290 -1.156  C5 1.121
32 H 7.535 1.059 2.308  C7 1.123
33 H 2.670 2.331 0.657  C10 1.120
34 H 3.431 2.501 2.260  C10 1.128
35 H 1.341 0.896 2.286  C11 1.126
36 H 2.837 0.380 3.133  C11 1.126
37 H 0.581 -0.361 0.059  C13 1.116
38 H 0.723 -2.700 -1.140  C14 1.112
39 H 2.547 -4.378 -0.506  C15 1.112
40 H 4.313 -3.767 1.334  C16 1.119
41 H 4.167 -1.474 2.425  C17 1.119
42 H 3.896 0.180 -2.580  S19 1.376
43 H 6.350 0.174 -1.884  C20 1.112
44 C -2.844 4.525 -1.637  O45 1.420, H50 1.091, H51 1.093, H52 1.094
45 O -2.916 3.440 -0.724  C44 1.420, C46 1.425
46 C -3.515 2.283 -1.303  O45 1.425, C47 1.519, H53 1.095, H54 1.094
47 C -2.467 1.254 -1.689  C46 1.519, O48 1.425, H55 1.094, H56 1.096
48 O -1.648 1.722 -2.758  C47 1.425, C49 1.415
49 C -0.387 2.182 -2.311  O48 1.415, H57 1.097, H58 1.093, H59 1.091
50 H -2.193 5.288 -1.209  C44 1.091
51 H -2.432 4.217 -2.601  C44 1.093
52 H -3.840 4.954 -1.781  C44 1.094
53 H -4.135 2.553 -2.164  C46 1.095
54 H -4.170 1.848 -0.541  C46 1.094
55 H -2.974 0.353 -2.048  C47 1.094
56 H -1.857 0.973 -0.824  C47 1.096
57 H 0.245 1.327 -2.038  C49 1.097
58 H -0.479 2.860 -1.458  C49 1.093
59 H 0.090 2.720 -3.131  C49 1.091
60 C 4.394 -6.410 5.071  O61 1.421, H66 1.091, H67 1.092, H68 1.094
61 O 3.827 -5.518 4.122  C60 1.421, C62 1.425
62 C 2.402 -5.559 4.120  O61 1.425, C63 1.520, H69 1.094, H70 1.095
63 C 1.815 -4.371 4.863  C62 1.520, O64 1.423, H71 1.094, H72 1.095
64 O 2.103 -4.435 6.255  C63 1.423, C65 1.418
65 C 3.164 -3.572 6.630  O64 1.418, H73 1.095, H74 1.093, H75 1.090
66 H 5.454 -6.173 5.168  C60 1.091
67 H 3.924 -6.312 6.052  C60 1.092
68 H 4.298 -7.441 4.717  C60 1.094
69 H 2.038 -6.502 4.539  C62 1.094
70 H 2.084 -5.511 3.073  C62 1.095
71 H 0.725 -4.397 4.762  C63 1.094
72 H 2.168 -3.427 4.433  C63 1.095
73 H 2.817 -2.533 6.627  C65 1.095
74 H 4.026 -3.676 5.967  C65 1.093
75 H 3.471 -3.834 7.643  C65 1.090
76 C -9.598 5.578 -4.050  O77 1.420, H82 1.090, H83 1.093, H84 1.094
77 O -8.949 5.909 -2.832  C76 1.420, C78 1.423
78 C -8.686 4.767 -2.026  O77 1.423, C79 1.520, H85 1.095, H86 1.094
79 C -7.230 4.344 -2.123  C78 1.520, O80 1.428, H87 1.095, H88 1.095
80 O -6.918 3.858 -3.429  C79 1.428, C81 1.420
81 C -6.224 4.819 -4.210  O80 1.420, H89 1.095, H90 1.092, H91 1.090
82 H -9.572 6.454 -4.698  C76 1.090
83 H -9.102 4.750 -4.564  C76 1.093
84 H -10.644 5.317 -3.856  C76 1.094
85 H -9.352 3.939 -2.293  C78 1.095
86 H -8.901 5.051 -0.991  C78 1.094
87 H -7.056 3.519 -1.425  C79 1.095
88 H -6.562 5.166 -1.843  C79 1.095
89 H -5.189 4.902 -3.861  C81 1.095
90 H -6.707 5.798 -4.173  C81 1.092
91 H -6.215 4.476 -5.245  C81 1.090
92 C -7.914 -1.313 -1.318  O93 1.418, H98 1.091, H99 1.093, H100 1.095
93 O -8.183 0.074 -1.440  C92 1.418, C94 1.426
94 C -7.941 0.563 -2.757  O93 1.426, C95 1.519, H101 1.095, H102 1.094
95 C -9.238 0.738 -3.528  C94 1.519, O96 1.424, H103 1.094, H104 1.095
96 O -9.857 -0.516 -3.795  C95 1.424, C97 1.420
97 C -10.940 -0.784 -2.917  O96 1.420, H105 1.095, H106 1.092, H107 1.090
98 H -8.320 -1.654 -0.365  C92 1.091
99 H -8.379 -1.890 -2.121  C92 1.093
100 H -6.832 -1.485 -1.318  C92 1.095
101 H -7.250 -0.094 -3.296  C94 1.095
102 H -7.461 1.541 -2.651  C94 1.094
103 H -9.011 1.193 -4.497  C95 1.094
104 H -9.923 1.407 -2.996  C95 1.095
105 H -11.801 -0.165 -3.189  C97 1.095
106 H -10.672 -0.606 -1.874  C97 1.092
107 H -11.216 -1.833 -3.031  C97 1.090